a | Density functional theory data (wB97M-V/def2-TZVPD) for an isolated ion of composition C7H12N3 and charge +1.

```
22
Properties=species:S:1:pos:R:3:mulliken_charge:R:1
C 1.6037 3.5045 -1.3151 -0.423
C 1.1179 2.4589 -1.0136 -0.070
N 0.4134 1.4325 -0.5893 0.057
C -0.9111 1.7668 -0.2046 -0.635
C -1.4393 0.5642 0.6633 -0.660
N -0.2663 -0.3848 0.6490 0.033
C -0.3385 -1.7979 1.1055 -0.782
C -0.6769 -2.6904 -0.0792 -0.935
C 0.7155 0.1287 -0.0543 0.554
N 1.8924 -0.4443 -0.2947 -0.355
H 1.9518 4.2823 -1.8107 0.553
H -1.5863 1.9465 -1.0246 0.364
H -0.7576 2.6908 0.3590 0.398
H -1.5234 0.7737 1.7323 0.384
H -2.2479 0.2165 0.1797 0.330
H -1.0094 -2.0009 2.0020 0.388
H 0.6595 -2.0667 1.4503 0.348
H -0.9178 -3.7086 0.1388 0.414
H -1.5916 -2.5441 -0.6956 0.282
H 0.1972 -2.7661 -0.6817 0.281
H 2.6745 0.0189 -0.7221 0.232
H 2.0403 -1.3805 0.2054 0.241
```

Calculated values
lowest unoccupied orbital energy: -2.750 eV
net charge: +1
SMILES: C#CN1CCN(CC)C1=[NH2+]
orbital gap: 10.15 eV

***

b | Density functional theory data (wB97M-V/def2-TZVPD) for an isolated ion of composition C7H12N3 and charge +1.

```
22
Properties=species:S:1:pos:R:3:mulliken_charge:R:1
C 0.0613 -1.0798 -1.2064 -0.070
C 0.1011 1.0054 -1.1583 0.229
C -1.4193 -0.8849 0.5157 -0.629
C 1.0383 -0.4494 1.1671 -0.605
C -1.5864 0.5957 0.3510 -0.718
C 0.6590 1.1020 1.1199 -0.678
C 0.0659 -1.2439 0.2436 0.335
N 0.0207 -1.5418 -2.3114 -0.431
N -0.3491 1.2585 0.0338 -0.136
N 1.2313 1.5634 -1.6650 -0.313
H -1.5452 -1.0304 1.6189 0.329
H -2.1420 -1.5893 0.0144 0.397
H 2.1889 -0.7548 0.9087 0.300
H 0.7736 -0.6621 2.2157 0.345
H -2.3472 1.0111 -0.3500 0.355
H -1.8595 0.9775 1.4061 0.322
H -0.0217 1.4060 1.9910 0.357
H 1.5911 1.6680 1.0495 0.305
H 0.3440 -2.3173 0.4195 0.531
H 0.0711 -2.5389 -2.5244 0.307
H 1.6116 1.1219 -2.5010 0.259
H 1.5124 2.3831 -1.3384 0.209
```

Calculated values
lowest unoccupied orbital energy: -4.290 eV
net charge: +1
orbital gap: 8.53 eV

***

c | Density functional theory data (wB97M-V/def2-TZVPD) for an isolated ion of composition C7H12N3 and charge +1.

```
22
Properties=species:S:1:pos:R:3:mulliken_charge:R:1
C -2.5183 0.2931 1.0291 -1.259
C -1.7920 0.7057 -0.2671 -0.563
C -0.3469 0.3498 -0.0479 0.197
C 0.2360 -0.7086 -1.0445 -1.148
C 0.7843 -2.0699 -0.4598 -0.225
C 2.1012 -1.5478 -0.0292 0.173
N 2.4481 -0.5593 0.5576 -0.009
N 2.4351 0.7222 0.6869 -0.156
C 1.5534 1.6271 0.0490 -0.152
N 0.3163 1.6368 -0.1957 -0.506
H -1.9480 0.6798 1.8646 0.329
H -2.6028 -0.7903 1.2087 0.298
H -3.5114 0.6202 0.9626 0.430
H -1.8867 1.8680 -0.3183 0.277
H -2.2476 0.1861 -1.1791 0.269
H 0.0031 0.1814 0.9851 0.663
H 0.8896 -0.2621 -1.8172 0.492
H -0.5755 -1.0371 -1.6569 0.470
H 0.9371 -2.8136 -1.3793 0.316
H 0.2105 -2.6209 0.3404 0.333
H 3.4317 1.0570 1.0182 0.366
H 2.0829 2.4822 -0.3072 0.405
```

Calculated values
lowest unoccupied orbital energy (alpha / beta): -5.847 / -5.847 eV
net charge: +1
SMILES: CC[C@H]1CCC#[N+]N/C=N\1
orbital gap (alpha / beta): 8.34 / 8.34 eV

***

Stability order, top to bottom: a, b, c

***

a | Density functional theory data (wB97M-V/def2-TZVPD) for a 3-piece molecular cluster, C4H14NO2 overall.

```
21
Properties=species:S:1:pos:R:3:mulliken_charge:R:1
C -0.2782 1.6303 1.2184 -1.110
C -1.0633 0.3597 0.8286 -0.566
C -0.8262 -0.2043 -0.5402 0.707
C -1.5911 -0.0125 -1.6064 -0.998
N 0.5052 -0.8001 -0.7728 -0.109
H -0.5796 1.8416 2.2394 0.377
H -0.5548 2.4326 0.5359 0.320
H 0.7949 1.4830 1.1805 0.314
H -2.1225 0.5928 0.8934 0.411
H -0.7695 -0.4323 1.5274 0.115
H -2.6179 0.2948 -1.4784 0.300
H -1.2283 -0.3029 -2.5838 0.253
H 0.5150 -1.1872 -1.7148 0.392
H 1.2783 -0.1150 -0.7104 0.299
H 0.6966 -1.5651 -0.0873 0.331
H 0.0234 -2.7931 1.7945 0.332
H 0.4981 -3.8833 0.8852 0.329
O 0.5910 -2.9309 1.0238 -0.681
H 2.9640 1.5312 -0.9064 0.353
H 1.7195 2.3720 -0.5646 0.314
O 2.0452 1.6889 -1.1619 -0.683
```

Calculated values
lowest unoccupied orbital energy: -2.960 eV
net charge: +1
orbital gap: 11.27 eV

***

b | Density functional theory data (wB97M-V/def2-TZVPD) for a 2-piece molecular cluster, C4H14NO2 overall.

```
21
Properties=species:S:1:pos:R:3:mulliken_charge:R:1
C 0.4715 -0.7141 0.8848 -0.871
O -0.8213 -0.9109 1.4781 -0.538
C 0.2832 0.2976 -0.2484 0.343
C 1.3592 0.2455 -1.3451 -0.522
C 2.3549 -0.9115 -1.3793 -1.249
N -1.0518 -0.0437 -0.8623 -0.314
H 1.1529 -0.2803 1.6190 0.445
H 0.8430 -1.6958 0.6037 0.394
H -0.7217 -1.2821 2.3582 0.336
H 0.2253 1.2607 0.2484 0.264
H 0.9603 0.3957 -2.3502 0.382
H 2.0057 1.1149 -1.1998 0.311
H 2.2320 -1.6610 -2.1558 0.328
H 3.4023 -0.6233 -1.5315 0.342
H 2.5198 -1.5002 -0.4727 0.330
H -1.0406 -1.0366 -1.0878 0.348
H -1.2065 0.5182 -1.7003 0.369
H -1.8380 0.1358 -0.2319 0.291
H -2.3572 1.1844 1.8439 0.330
H -1.5816 2.4298 1.7265 0.320
O -2.1398 1.8680 1.1924 -0.639
```

Calculated values
lowest unoccupied orbital energy: -3.128 eV
net charge: +1
orbital gap: 11.80 eV

***

c | Density functional theory data (wB97M-V/def2-TZVPD) for a 2-piece molecular cluster, C4H14NO2 overall.

```
21
Properties=species:S:1:pos:R:3:mulliken_charge:R:1
C -0.5443 -0.6851 -2.3132 -1.698
C 0.1037 -0.1778 -1.0375 0.400
C -0.2399 1.2680 -0.8212 -0.707
C 0.1017 1.6835 0.5433 -0.641
O 1.2021 0.8307 1.1278 -0.489
N -0.4994 -0.9524 0.1096 -0.182
H -0.2892 -1.7115 -2.3979 0.497
H -1.5749 -0.6363 -2.5365 0.445
H -0.0359 -0.1425 -3.1955 0.368
H 1.2941 -0.4412 -1.0843 0.231
H -1.2850 1.2849 -0.9242 0.371
H 0.2897 1.8934 -1.5199 0.414
H -0.8135 1.6449 1.2922 0.336
H 0.4216 2.7707 0.4403 0.369
H 1.5251 1.3240 1.8438 0.309
H -0.9650 -0.3365 0.6975 0.272
H 0.2481 -1.3446 0.7628 0.337
H -1.0009 -1.7841 -0.1979 0.381
H 0.1308 -2.1104 3.2924 0.330
H 1.2230 -0.8647 3.2206 0.306
O 0.7080 -1.5131 2.6977 -0.648
```

Calculated values
lowest unoccupied orbital energy: -3.064 eV
net charge: +1
orbital gap: 11.59 eV

***

d | Density functional theory data (wB97M-V/def2-TZVPD) for a 2-piece molecular cluster, C4H14NO2 overall.

```
21
Properties=species:S:1:pos:R:3:mulliken_charge:R:1
C -1.1250 -1.1707 0.7907 -0.668
O -0.7052 -2.3159 0.0499 -0.581
C -0.2062 0.0118 0.4333 0.060
C 1.1572 -0.1534 1.1869 -0.614
C 1.9740 1.1189 0.9534 -1.306
N 0.0913 -0.1590 -1.0372 -0.246
H -2.1727 -0.9911 0.5710 0.339
H -1.1863 -1.3970 1.8569 0.385
H -0.2510 -2.9280 0.6369 0.327
H -0.6274 1.0083 0.5298 0.398
H 0.8600 -0.3272 2.2112 0.420
H 1.6033 -1.0274 0.7195 0.362
H 1.8384 1.8589 1.7397 0.342
H 3.0421 0.9130 0.8630 0.346
H 1.7648 1.6823 0.0482 0.406
H 0.0568 -1.1720 -1.2328 0.410
H 1.0580 0.1117 -1.2112 0.354
H -0.5654 0.2941 -1.6950 0.296
H -1.8442 2.0624 -2.9527 0.308
H -2.8417 1.1427 -2.2433 0.313
O -1.9208 1.4375 -2.2180 -0.652
```

Calculated values
lowest unoccupied orbital energy: -2.898 eV
net charge: +1
orbital gap: 12.07 eV

***

Stability order, top to bottom: d, a, b, c

***

a | Density functional theory data (wB97M-V/def2-TZVPD) for a 3-piece molecular cluster, C4H14NO2 overall.

```
21
Properties=species:S:1:pos:R:3:mulliken_charge:R:1
C 1.5247 -2.1409 0.3041 -1.253
C 0.1883 -1.3719 0.2757 -0.052
C 0.5202 -0.0255 0.9238 0.186
C 1.2280 0.1258 1.9676 -0.864
N 0.0477 1.2530 0.2422 -0.161
H 1.4173 -3.0564 -0.3599 0.340
H 1.7599 -2.2939 1.3085 0.361
H 2.2760 -1.4216 -0.1403 0.346
H -0.6048 -2.0324 0.7361 0.303
H -0.1472 -1.0936 -0.7471 0.135
H 1.9788 -0.5634 2.0425 0.333
H 0.9500 0.7221 2.8264 0.306
H 0.2889 2.0696 0.8615 0.394
H 0.2555 1.1236 -0.7768 0.402
H -1.0006 1.2214 0.2416 0.293
H -3.0988 2.1117 -0.6056 0.276
H -3.2245 0.7512 -0.1352 0.254
O -2.6140 1.4265 -0.2162 -0.574
H -0.6827 1.6900 -3.2659 0.307
H -0.5433 0.3570 -3.0368 0.313
O -0.5194 1.1476 -2.4463 -0.646
```

Calculated values
lowest unoccupied orbital energy: -3.027 eV
net charge: +1
orbital gap: 10.27 eV

***

b | Density functional theory data (wB97M-V/def2-TZVPD) for a 2-piece molecular cluster, C4H14NO2 overall.

```
21
Properties=species:S:1:pos:R:3:mulliken_charge:R:1
O 1.7246 0.8774 -0.2429 -0.518
C 1.2540 -0.1408 -1.0864 -0.847
C 0.2120 -1.0875 -0.3656 0.239
N -0.5315 -0.2459 0.6327 -0.174
C -1.0105 -1.0269 1.8237 -0.923
C -0.7457 -1.5787 -1.4144 -1.373
H 2.6869 0.8969 -0.2717 0.334
H 1.9551 -0.7641 -1.6388 0.489
H 0.6297 0.3823 -1.8325 0.304
H 0.8871 -1.7842 0.1130 0.387
H -0.1120 0.6688 0.8538 0.389
H -1.3699 0.1454 0.1974 0.423
H -1.7768 -0.5102 2.3903 0.356
H -0.1219 -1.1620 2.4337 0.379
H -1.3123 -2.0165 1.4942 0.336
H -1.5318 -0.8704 -1.6927 0.445
H -0.2070 -1.6873 -2.3629 0.401
H -1.2532 -2.5241 -1.2136 0.363
H 0.0091 2.7678 0.1361 0.312
H -1.0612 3.3999 0.9771 0.327
O -0.8435 2.5615 0.5116 -0.648
```

Calculated values
lowest unoccupied orbital energy: -2.741 eV
net charge: +1
orbital gap: 12.02 eV

***

c | Density functional theory data (wB97M-V/def2-TZVPD) for a 3-piece molecular cluster, C4H14NO2 overall.

```
21
Properties=species:S:1:pos:R:3:mulliken_charge:R:1
C 0.5951 -3.0500 -1.1870 -1.258
C 0.2295 -2.0955 -0.0535 -0.487
C -0.1675 -0.6587 -0.4692 -0.451
C 1.0058 1.3284 0.2561 -0.095
N 0.2903 0.3186 0.5225 0.105
H 0.9004 -3.9992 -0.7702 0.360
H -0.2201 -3.2368 -1.8855 0.335
H 1.3204 -2.5610 -1.8416 0.336
H -0.5794 -2.5034 0.5649 0.369
H 1.0155 -2.0709 0.7067 0.384
H 0.4291 -0.3889 -1.3402 0.350
H -1.2394 -0.6452 -0.6312 0.285
H 1.0034 1.6812 -0.7780 0.153
H 1.2769 2.1006 0.9663 0.304
H 0.0203 0.1568 1.4986 0.315
H -1.5680 1.3560 3.4631 0.308
H -0.5947 0.4407 4.0917 0.310
O -0.7399 0.8996 3.2810 -0.644
H -0.6219 3.4729 -2.8701 0.301
H -1.4820 2.2005 -2.8597 0.328
O -0.6977 2.6267 -2.4329 -0.609
```

Calculated values
lowest unoccupied orbital energy: -4.431 eV
net charge: +1
orbital gap: 10.61 eV

***

Stability order, top to bottom: b, c, a